9
Properties=species:S:1:pos:R:3 method="wB97M-V/def2-TZVPD" e_tot_ha=-677.3873 e_above_lowest_ev=6.350 homo_lumo_gap_ev="8.957 / 8.956" multiplicity=1 homo_energy_ev="-9.6161 / -9.6159" fmax_ha_per_bohr=0.092 charge=0
N 0.570 0.583 2.322
C -1.091 0.598 -0.677
H -1.675 1.000 -1.516
N 0.683 -0.952 -0.346
H -0.042 -0.390 -1.956
S 1.086 -0.353 1.307
O 2.296 -1.096 1.577
N -0.225 -0.258 -0.975
H -1.601 0.869 0.265

=====

8
Properties=species:S:1:pos:R:3 method="wB97M-V/def2-TZVPD" e_tot_ha=-602.2335 e_above_lowest_ev=1.670 homo_lumo_gap_ev="7.952 / 7.951" smiles="NN=S.C#N" multiplicity=1 homo_energy_ev="-8.2768 / -8.2766" fmax_ha_per_bohr=0.124 charge=0
S -2.421 -0.191 -0.365
C -0.052 -2.371 0.095
H 0.442 1.457 0.569
N 0.420 -1.394 -0.175
N -0.617 1.318 0.458
H -1.297 1.238 1.299
H -0.674 -3.275 0.413
N -0.953 0.385 -0.409

=====

8
Properties=species:S:1:pos:R:3 method="wB97M-V/def2-TZVPD" e_tot_ha=-602.1565 e_above_lowest_ev=3.767 homo_lumo_gap_ev=6.829 multiplicity=1 homo_energy_ev=-7.9318 fmax_ha_per_bohr=0.106 charge=0
C 0.569 -0.047 -0.024
H 1.144 0.686 -0.483
N -0.539 -0.145 -0.895
H -1.533 -0.160 -0.405
S 1.753 -1.628 -0.197
N -0.606 -0.151 -2.147
N 1.603 -2.092 -1.596
H 0.201 0.153 0.939

=====

8
Properties=species:S:1:pos:R:3 method="wB97M-V/def2-TZVPD" e_tot_ha=-602.1341 e_above_lowest_ev=4.375 homo_lumo_gap_ev="6.655 / 6.660" multiplicity=1 homo_energy_ev="-7.5765 / -7.5798" fmax_ha_per_bohr=0.071 charge=0
N 0.551 0.681 -1.299
H -0.245 0.147 1.702
S -0.791 -1.641 -0.464
N -0.623 -0.992 -1.744
H -0.225 1.808 -0.035
C 0.180 -0.129 0.833
N 0.220 0.877 -0.079
H 0.934 -0.750 1.086

=====

9
Properties=species:S:1:pos:R:3 method="wB97M-V/def2-TZVPD" e_tot_ha=-1000.4267 e_above_lowest_ev=1.468 homo_lumo_gap_ev=8.097 smiles="NN1N=CSS1" multiplicity=1 homo_energy_ev=-8.0701 fmax_ha_per_bohr=0.049 charge=0
N -0.260 0.745 -0.439
N -0.235 -0.677 -0.573
H -1.555 -0.575 0.912
N -1.341 -1.068 0.061
H 0.580 2.450 0.215
S 1.658 -1.263 -0.080
S 2.362 0.704 0.395
C 0.732 1.430 -0.133
H -1.940 -1.746 -0.357

=====

9
Properties=species:S:1:pos:R:3 method="wB97M-V/def2-TZVPD" e_tot_ha=-1000.4194 e_above_lowest_ev=1.665 homo_lumo_gap_ev="6.970 / 6.970" multiplicity=1 homo_energy_ev="-8.2450 / -8.2461" fmax_ha_per_bohr=0.064 charge=0
H -1.837 1.177 -1.282
S 0.685 -1.905 -0.149
N 1.592 -0.607 0.356
H -1.963 -0.835 0.384
N -0.001 1.517 -0.446
H 2.551 -0.811 0.900
N -1.186 -0.270 0.389
C -1.142 0.714 -0.471
S 1.302 1.020 0.319

=====

8
Properties=species:S:1:pos:R:3 method="wB97M-V/def2-TZVPD" e_tot_ha=-258.5540 e_above_lowest_ev=2.980 homo_lumo_gap_ev=9.920 smiles="N=C=NN=[NH2+]" multiplicity=1 homo_energy_ev=-16.0105 fmax_ha_per_bohr=0.110 charge=+1
N 0.617 0.180 -0.057
N -0.478 -0.221 0.491
H -1.423 1.265 -0.659
C 1.822 -0.191 0.046
N -1.459 0.464 0.071
H -2.292 0.303 0.629
N 2.989 -0.027 0.034
H 3.883 -0.122 -0.246

=====

9
Properties=species:S:1:pos:R:3 method="wB97M-V/def2-TZVPD" e_tot_ha=-333.7481 e_above_lowest_ev=2.307 homo_lumo_gap_ev=9.493 smiles="[NH3+]/N=N/N=C=O" multiplicity=1 homo_energy_ev=-15.2123 fmax_ha_per_bohr=0.204 charge=+1
N 3.389 -0.047 0.135
H -0.485 -1.180 0.014
C 4.532 0.153 -0.058
H 0.093 0.330 -0.984
N -0.013 -0.238 -0.111
N 2.164 0.163 -0.099
N 1.307 -0.626 0.320
O 5.771 -0.011 -0.065
H -0.479 0.308 0.535